[1]
DFT (the ωB97M-V functional and the def2-TZVPD basis) results for an isolated molecule of C5H7FS2 in a non-equilibrium geometry.

Summary:
- charge = 0
- SMILES string = C[C@H](F)/C=C/C(=S)S
- spin multiplicity = 1

Geometry as XYZ:
```
15
C5H7FS2 | OMol25 | the ωB97M-V functional and the def2-TZVPD basis
C -2.528 0.040 -0.401
C -0.253 0.231 0.431
C -1.070 -0.560 -0.350
C 2.365 0.863 0.227
C 1.256 -0.210 0.235
F 1.347 -0.480 -1.118
S -2.478 1.695 -0.271
S -3.585 -1.135 0.195
H -0.695 0.800 1.194
H -0.896 -1.368 -0.985
H 3.084 0.403 -0.374
H 2.771 0.988 1.219
H 2.036 1.811 -0.220
H 1.493 -1.120 0.843
H -2.847 -1.959 -0.626
```

[2]
DFT (the ωB97M-V functional and the def2-TZVPD basis) results for an isolated molecule of C10H13N3 in a non-equilibrium geometry.

Summary:
- charge = 0
- SMILES string = c1ccc(/N=N/N2CCCC2)cc1
- spin multiplicity = 1

Geometry as XYZ:
```
26
C10H13N3 | OMol25 | the ωB97M-V functional and the def2-TZVPD basis
C -3.677 0.661 0.399
C -3.660 -0.761 -0.125
C -2.249 -1.215 0.088
C -2.367 1.256 -0.240
C 1.885 -0.358 0.055
C 2.854 -1.323 0.010
C 4.235 -0.994 0.001
C 4.661 0.345 -0.003
C 3.644 1.345 0.056
C 2.307 0.997 0.031
H -3.682 0.659 1.475
H -4.617 1.169 0.154
H -4.379 -1.423 0.415
H -3.956 -0.744 -1.175
H -2.031 -1.422 1.217
H -1.942 -2.063 -0.560
H -1.927 2.067 0.359
H -2.666 1.615 -1.235
H 2.573 -2.388 0.035
H 4.966 -1.776 -0.024
H 5.747 0.620 -0.128
H 3.923 2.406 -0.018
H 1.554 1.773 -0.037
N -1.467 0.012 -0.369
N -0.258 0.264 -0.187
N 0.529 -0.724 -0.190
```

Summary of total energy in eV
-29683.03868; -15048.96394
(order as listed above)
Summary of HOMO level in eV
-8.4; -7.9
(order as listed above)
Summary of relative energy (zero: lowest compared OMol25 entry of this formula, charge and spin) in eV
2.923; 2.131
(order as listed above)